(1)
The following is a quantum chemistry calculation of a cluster of 2 separate species, C5H8Cl3N2 in total at a distorted geometry, from OMol25.

Each line ends with the natural charge from an NBO analysis.
Atoms and positions in Å:
C1 0.50 -0.30 -0.18  0.3520
C2 0.72 2.01 -0.67  0.1023
C3 -0.80 3.15 -1.54  -0.1734
C4 0.64 -2.52 0.22  -0.4047
C5 -0.89 -1.04 1.55  -0.4559
N1 0.13 -1.27 0.58  -0.3077
N2 0.18 1.03 0.02  -0.5869
Cl1 1.92 1.79 -1.80  0.1150
Cl2 -0.43 3.60 -3.12  0.1303
Cl3 -1.77 4.23 -0.68  0.1312
H1 1.31 -0.50 -0.99  0.2510
H2 0.10 -3.26 0.70  0.2332
H3 0.65 -2.62 -0.84  0.2305
H4 1.72 -2.54 0.64  0.2283
H5 -0.66 -0.28 2.29  0.2327
H6 -1.76 -0.67 0.97  0.2305
H7 -1.22 -2.03 2.07  0.2654
H8 -0.35 1.23 0.77  0.4259

Values from the calculation:
**E_LUMO (spin up / spin down)**: -4.9 / -4.5 eV
**Multiplicity**: 1
**Electronic energy**: -1684.95196 Eh
**Energy relative to the best compared isomer or geometry (same formula, charge and spin)**: 1.883 eV
**Maximum force**: 0.125 hartree/bohr
**Charge**: +1
**HOMO-LUMO gap (spin up / spin down)**: 6.7 / 7.2 eV
**HOMO (spin up / spin down)**: -11.554 / -11.657 eV



(2)
The following is a quantum chemistry calculation of a cluster of 2 separate species, C5H8Cl3N2OS in total at a distorted geometry, from OMol25.

Each line ends with the natural charge from an NBO analysis.
Atoms and positions in Å:
C1 -0.95 -2.32 0.79  0.3747
C2 0.17 -0.34 0.52  0.4354
C3 2.24 1.32 -0.89  -0.6449
C4 1.06 1.75 0.07  -0.0928
C5 -1.99 0.64 -0.10  -0.3561
N1 -0.43 -1.24 1.36  -0.5422
N2 -0.47 -2.47 -0.45  -0.6509
O1 0.78 0.66 1.03  -0.4686
S1 0.49 -1.17 -1.10  0.5532
Cl1 -2.25 2.12 0.76  0.0720
Cl2 -1.81 0.88 -1.84  0.0181
Cl3 -3.14 -0.73 0.27  -0.0136
H1 -1.49 -3.04 1.19  0.2450
H2 1.74 0.94 -1.70  0.1957
H3 2.74 2.26 -1.20  0.2626
H4 2.83 0.55 -0.20  0.2339
H5 0.29 2.12 -0.62  0.2292
H6 1.44 2.50 0.80  0.2273
H7 -0.58 -1.18 2.36  0.4682
H8 -0.66 -3.24 -1.05  0.4538

Values from the calculation:
**E_LUMO (spin up / spin down)**: -4.3 / -4.3 eV
**Multiplicity**: 1
**Electronic energy**: -2158.43824 Eh
**Energy relative to the best compared isomer or geometry (same formula, charge and spin)**: 2.215 eV
**Maximum force**: 0.125 hartree/bohr
**Charge**: +1
**HOMO-LUMO gap (spin up / spin down)**: 7.2 / 7.2 eV
**HOMO (spin up / spin down)**: -11.486 / -11.490 eV